# 1
{"formula": "C6H17NO", "method": "wB97M-V/def2-TZVPD", "total_energy_ha": -368.75262, "e_lumo_ev": 0.6, "smiles": "CCCNCCC.O", "spin_multiplicity": 1, "e_homo_ev": -8.78, "elements": ["C", "C", "C", "N", "C", "C", "C", "H", "H", "H", "H", "H", "H", "H", "H", "H", "H", "H", "H", "H", "H", "H", "O", "H", "H"], "coordinates": [[2.381, 1.103, 0.703], [1.487, 2.215, 0.192], [0.128, 1.722, -0.364], [-0.720, 1.219, 0.711], [-1.787, 0.328, 0.249], [-1.832, -1.074, 0.877], [-1.267, -2.182, -0.002], [3.428, 1.360, 0.664], [2.126, 0.990, 1.765], [2.220, 0.126, 0.246], [1.231, 2.981, 0.926], [1.932, 2.802, -0.636], [-0.414, 2.531, -0.862], [0.358, 0.919, -1.091], [-0.177, 0.597, 1.304], [-2.740, 0.853, 0.370], [-1.878, 0.017, -0.819], [-2.854, -1.304, 1.220], [-1.304, -1.193, 1.849], [-1.212, -3.127, 0.543], [-0.225, -2.011, -0.274], [-1.861, -2.198, -0.919], [0.663, -2.291, -1.990], [1.120, -1.445, -2.183], [1.198, -2.937, -2.478]]}

---

# 2
{"formula": "C6H17NO", "method": "wB97M-V/def2-TZVPD", "total_energy_ha": -368.45143, "e_lumo_ev": [-3.1, -8.1], "total_charge": 1, "spin_multiplicity": 2, "e_homo_ev": [-15.16, -15.17], "elements": ["C", "N", "C", "C", "C", "C", "C", "H", "H", "H", "H", "H", "H", "H", "H", "H", "H", "H", "H", "H", "H", "H", "H", "H", "O"], "coordinates": [[0.732, 1.759, -1.845], [-0.007, 0.801, -1.065], [0.524, 0.600, 0.331], [0.282, -0.895, 0.683], [1.502, -1.351, 1.590], [-0.977, -1.256, 1.400], [-0.021, 1.591, 1.290], [0.130, 2.174, -2.650], [1.601, 1.329, -2.331], [0.982, 2.624, -1.176], [-1.008, 1.007, -1.062], [1.619, 0.728, 0.279], [0.350, -1.343, -0.297], [2.320, -0.588, 1.534], [1.158, -1.508, 2.620], [1.882, -2.349, 1.274], [-1.140, -0.649, 2.314], [-1.084, -2.323, 1.484], [-1.862, -0.970, 0.787], [0.416, 1.298, 2.276], [0.316, 2.636, 1.212], [-1.084, 1.781, 1.338], [-1.710, -0.790, -2.862], [-0.812, -1.150, -1.701], [-1.723, -1.225, -1.999]]}

---

# 3
{"formula": "C6H17NO", "method": "wB97M-V/def2-TZVPD", "total_energy_ha": -368.47940, "e_lumo_ev": [-2.9, -7.6], "total_charge": 1, "spin_multiplicity": 2, "e_homo_ev": [-15.20, -15.20], "elements": ["C", "N", "C", "C", "C", "C", "C", "H", "H", "H", "H", "H", "H", "H", "H", "H", "H", "H", "H", "H", "H", "H", "H", "H", "O"], "coordinates": [[0.200, 1.217, -0.790], [-0.192, 0.665, 0.453], [-1.479, 1.011, 1.064], [-2.607, 0.311, 0.336], [1.639, 0.856, -1.212], [1.015, -1.672, -1.471], [2.024, -0.630, -1.038], [-0.434, 0.802, -1.569], [0.098, 2.307, -0.828], [0.190, -0.281, 0.568], [-1.389, 0.685, 2.098], [-1.547, 2.093, 0.939], [-2.689, 0.617, -0.697], [-3.545, 0.588, 0.806], [-2.553, -0.769, 0.424], [2.360, 1.416, -0.614], [1.703, 1.132, -2.263], [0.219, -1.846, -0.732], [0.550, -1.534, -2.452], [1.521, -2.637, -1.568], [2.290, -0.746, 0.010], [2.957, -0.732, -1.570], [0.324, -0.405, 2.977], [-0.805, -1.258, 3.619], [0.151, -1.188, 3.512]]}

---

# 4
{"formula": "C6H17NO2", "method": "wB97M-V/def2-TZVPD", "total_energy_ha": -443.89583, "e_lumo_ev": 0.6, "spin_multiplicity": 1, "e_homo_ev": -8.40, "elements": ["C", "C", "C", "C", "N", "O", "H", "H", "H", "H", "H", "H", "H", "H", "H", "H", "H", "C", "C", "O", "H", "H", "H", "H", "H", "H"], "coordinates": [[1.941, 0.315, 0.484], [1.082, 1.396, 0.506], [1.748, -0.870, 1.367], [3.070, 0.252, -0.491], [-0.352, -0.660, -2.446], [0.127, -0.244, -1.198], [0.062, -0.089, -3.180], [-1.367, -0.575, -2.479], [1.429, 2.339, 0.095], [0.274, 0.822, -0.616], [0.437, 1.518, 1.368], [1.740, -1.791, 0.786], [2.589, -0.931, 2.066], [0.819, -0.819, 1.928], [3.060, 1.093, -1.182], [3.038, -0.679, -1.058], [4.018, 0.278, 0.056], [-2.441, -0.189, 1.094], [-3.291, 0.154, -0.125], [-1.532, -1.245, 0.855], [-0.951, -0.990, 0.110], [-1.911, 0.715, 1.433], [-3.081, -0.519, 1.916], [-4.028, 0.920, 0.120], [-2.661, 0.532, -0.930], [-3.817, -0.733, -0.480]]}

---

# 5
{"formula": "C6H17NO2", "method": "wB97M-V/def2-TZVPD", "total_energy_ha": -444.00652, "e_lumo_ev": 0.7, "smiles": "CCCC/C=C/N.O.O", "spin_multiplicity": 1, "e_homo_ev": -7.79, "elements": ["C", "C", "C", "C", "C", "C", "N", "H", "H", "H", "H", "H", "H", "H", "H", "H", "H", "H", "H", "H", "O", "H", "H", "O", "H", "H"], "coordinates": [[1.062, -2.800, -0.673], [-0.137, -2.357, 0.178], [0.245, -1.869, 1.580], [1.232, -0.672, 1.552], [0.593, 0.699, 1.328], [-0.570, 1.024, 0.760], [-0.981, 2.355, 0.691], [0.835, -3.129, -1.687], [1.719, -1.921, -0.733], [1.624, -3.534, -0.087], [-0.830, -1.693, -0.335], [-0.719, -3.308, 0.234], [0.626, -2.723, 2.142], [-0.640, -1.479, 2.110], [1.699, -0.549, 2.522], [2.047, -0.838, 0.862], [1.321, 1.457, 1.634], [-1.151, 0.255, 0.269], [-0.888, 2.915, 1.518], [-1.801, 2.532, 0.142], [0.807, 1.823, -2.510], [1.577, 2.300, -2.154], [0.362, 1.598, -1.667], [-1.967, 1.286, -1.675], [-1.410, 1.332, -2.467], [-2.748, 0.879, -2.050]]}

---

# 6
{"formula": "C6H17NO3", "method": "wB97M-V/def2-TZVPD", "total_energy_ha": -519.14731, "e_lumo_ev": 0.6, "smiles": "NCCC/C=C/CO.O.O", "spin_multiplicity": 1, "e_homo_ev": -9.46, "elements": ["N", "C", "C", "C", "C", "C", "C", "O", "H", "H", "H", "H", "H", "H", "H", "H", "H", "H", "H", "H", "H", "O", "H", "H", "O", "H", "H"], "coordinates": [[0.242, -2.389, 1.389], [1.493, -2.331, 0.543], [2.270, -1.020, 0.639], [1.429, 0.164, 1.158], [0.612, 0.675, -0.001], [1.006, 1.617, -0.846], [0.178, 2.413, -1.888], [-1.002, 1.829, -2.355], [0.549, -2.075, 2.285], [-0.083, -3.429, 1.627], [2.087, -3.456, 0.618], [1.174, -2.559, -0.419], [2.504, -0.816, -0.322], [3.104, -1.166, 1.278], [2.022, 0.821, 1.835], [0.826, -0.131, 2.008], [-0.276, 0.079, 0.032], [2.032, 1.982, -0.844], [-0.337, 3.220, -1.156], [0.783, 2.685, -2.781], [-0.841, 1.195, -3.131], [-2.230, -2.430, 0.091], [-2.102, -1.548, -0.283], [-1.363, -2.577, 0.494], [-2.869, 2.084, 0.879], [-2.578, 1.176, 0.755], [-2.323, 2.355, 1.719]]}

---

# 7
{"formula": "C6H17NS", "method": "wB97M-V/def2-TZVPD", "total_energy_ha": -691.72442, "e_lumo_ev": 0.8, "smiles": "CCCN.CCCS", "spin_multiplicity": 1, "e_homo_ev": -8.92, "elements": ["C", "C", "C", "N", "H", "H", "H", "H", "H", "H", "H", "H", "H", "C", "C", "C", "S", "H", "H", "H", "H", "H", "H", "H", "H"], "coordinates": [[1.712, 1.947, 1.003], [1.722, 1.247, -0.350], [1.391, 2.078, -1.590], [1.408, 1.217, -2.763], [0.699, 2.303, 1.193], [2.404, 2.789, 1.023], [1.966, 1.216, 1.767], [2.705, 0.794, -0.529], [1.008, 0.414, -0.303], [2.132, 2.881, -1.633], [0.402, 2.536, -1.460], [0.676, 1.360, -3.435], [1.469, 0.250, -2.492], [-2.026, -2.775, -0.443], [-1.278, -1.667, 0.282], [-1.781, -1.368, 1.686], [-0.816, 0.087, 2.302], [-1.952, -2.627, -1.521], [-3.086, -2.801, -0.188], [-1.595, -3.755, -0.226], [-0.208, -1.867, 0.357], [-1.402, -0.734, -0.283], [-1.628, -2.236, 2.328], [-2.835, -1.096, 1.683], [-1.087, -0.193, 3.592]]}

---

# 8
{"formula": "C6H18AlO3", "method": "wB97M-V/def2-TZVPD", "total_energy_ha": -706.13146, "e_lumo_ev": -18.1, "total_charge": 3, "spin_multiplicity": 1, "e_homo_ev": -21.21, "elements": ["Al", "C", "C", "O", "H", "H", "H", "H", "H", "H", "C", "C", "O", "H", "H", "H", "H", "H", "H", "C", "C", "O", "H", "H", "H", "H", "H", "H"], "coordinates": [[-0.795, 0.274, 1.921], [0.605, -2.352, -2.226], [-0.325, -1.467, -1.404], [0.437, -0.689, -0.487], [0.003, -2.972, -2.899], [1.164, -2.999, -1.545], [1.319, -1.799, -2.844], [-1.071, -2.006, -0.818], [-0.857, -0.785, -2.097], [1.179, -0.298, -0.990], [-3.833, 1.518, -1.829], [-3.451, 1.830, -0.325], [-2.057, 1.556, -0.187], [-3.454, 0.563, -2.170], [-3.603, 2.352, -2.494], [-4.940, 1.511, -1.813], [-4.021, 1.196, 0.348], [-3.696, 2.885, -0.141], [-1.597, 2.236, -0.724], [3.855, 0.506, 2.907], [2.998, -0.310, 1.932], [1.746, -0.717, 2.460], [3.338, 1.445, 3.145], [4.808, 0.735, 2.434], [4.012, -0.048, 3.834], [3.561, -1.249, 1.671], [2.779, 0.236, 1.016], [1.896, -1.149, 3.327]]}